Entry 1:
Entry from the OMol25 dataset: a structure of composition C24H34Cl4NO6SiW in a non-equilibrium geometry (the ωB97M-V functional and the def2-TZVPD basis).

Geometry as XYZ:
```
71
Properties=species:S:1:pos:R:3:forces:R:3
W -1.0254 -0.2439 0.0362 0.339 -0.190 0.336
Cl -5.0514 -5.4361 1.3344 0.003 -0.004 0.000
C -4.1697 -3.9966 1.4782 -0.003 -0.004 -0.002
C -4.2156 -3.2581 2.6742 -0.005 0.001 0.000
Cl -5.1509 -3.8085 3.9780 -0.002 -0.001 0.002
C -3.4881 -2.0618 2.8171 -0.052 0.039 -0.049
Cl -3.4852 -1.1429 4.2490 0.003 0.011 0.013
C -2.7580 -1.6411 1.7269 0.115 -0.105 0.074
O -1.9394 -0.5371 1.6587 0.068 -0.076 -0.042
C -2.7151 -2.3824 0.5479 0.080 -0.078 0.066
O -1.8487 -1.8095 -0.3884 -0.126 -0.026 -0.051
C -3.3901 -3.5669 0.3829 -0.052 0.049 -0.012
Cl -3.2741 -4.4358 -1.0701 0.003 -0.001 -0.009
C 3.7884 -2.5263 -2.7861 0.011 0.009 -0.015
C 3.6334 -1.1010 -2.3097 -0.071 -0.017 0.024
C 4.8479 -0.5944 -1.5635 0.018 0.001 -0.021
C 3.1851 -0.1629 -3.4105 0.026 0.004 -0.018
O 2.4988 -1.1612 -1.2931 0.085 0.014 0.071
Si 1.5835 -0.0445 -0.6917 -0.228 -0.090 0.101
O 0.0085 0.1001 -1.4377 0.126 0.103 -0.240
O 2.1236 1.4094 -0.3682 0.038 -0.047 0.002
C 1.4927 2.6185 0.1608 0.024 -0.011 -0.016
C 0.8428 3.3578 -0.9942 -0.009 0.017 0.013
C 0.5005 2.2587 1.2616 -0.069 -0.024 0.103
C 2.6187 3.4311 0.7812 -0.006 0.018 -0.004
O 0.7411 -0.6691 0.6933 -0.544 0.389 -0.304
C 1.7329 -1.9732 2.1802 0.587 -0.745 0.823
C 0.7839 -1.8031 3.2922 -0.227 0.207 -0.255
C 1.6803 -3.2148 1.3941 -0.176 0.229 -0.283
C 3.0129 -1.2491 2.2501 -0.155 0.242 -0.271
H 4.5922 -2.5717 -3.5209 0.000 -0.003 0.002
H 2.8749 -2.8839 -3.2597 -0.001 0.001 -0.001
H 4.0515 -3.1885 -1.9614 0.002 0.000 0.001
H 5.6932 -0.5397 -2.2496 0.003 -0.001 0.003
H 5.1242 -1.2752 -0.7575 -0.002 0.000 0.004
H 4.6816 0.4064 -1.1609 -0.003 0.000 0.000
H 3.9548 -0.1106 -4.1803 -0.002 0.002 -0.002
H 3.0407 0.8540 -3.0331 -0.003 -0.003 0.003
H 2.2689 -0.5210 -3.8818 -0.004 0.000 0.003
H 0.0501 2.7680 -1.4590 0.001 -0.006 0.001
H 1.5881 3.5883 -1.7537 0.000 0.000 0.000
H 0.4161 4.2978 -0.6436 0.001 0.000 -0.001
H -0.4220 1.7017 0.9186 0.057 0.109 -0.169
H 0.0611 3.1626 1.6848 0.018 0.005 0.009
H 0.9507 1.6706 2.0587 0.017 0.002 -0.004
H 3.3609 3.6628 0.0190 0.003 -0.002 0.002
H 3.1050 2.8786 1.5850 -0.001 0.000 0.000
H 2.2358 4.3688 1.1828 0.001 0.002 -0.001
H -0.1834 -2.2652 3.1060 0.006 -0.011 0.013
H 0.6793 -0.7675 3.6107 0.027 -0.006 0.031
H 1.2446 -2.3454 4.1316 0.027 -0.006 -0.002
H 0.6670 -3.5805 1.2394 0.006 -0.025 0.023
H 2.1987 -3.9569 2.0214 0.013 0.009 0.021
H 2.2294 -3.1442 0.4567 0.017 -0.014 0.013
H 2.9155 -0.2450 2.6578 0.018 -0.010 0.028
H 3.5579 -1.2532 1.3071 0.009 -0.017 0.008
H 3.6157 -1.8289 2.9656 -0.009 -0.018 0.011
C -5.5092 3.8706 -1.8975 0.001 0.000 -0.001
C -4.4496 2.9488 -1.4143 0.007 -0.006 0.004
C -4.3639 2.5495 -0.0735 -0.006 0.009 -0.007
C -3.3843 1.6872 0.3344 0.003 -0.020 -0.001
N -2.4493 1.1901 -0.5284 -0.009 0.083 -0.036
C -2.5115 1.5879 -1.8371 0.013 0.007 0.001
C -3.4819 2.4348 -2.2912 -0.007 0.003 0.009
H -6.1665 4.1996 -1.0976 0.000 0.001 0.000
H -6.1053 3.3743 -2.6676 -0.002 0.002 0.002
H -5.0558 4.7440 -2.3721 -0.003 0.001 -0.001
H -5.0749 2.9132 0.6561 -0.001 0.001 -0.001
H -3.3143 1.3681 1.3649 0.001 -0.001 -0.001
H -1.7593 1.1913 -2.5040 0.002 -0.002 0.003
H -3.4900 2.7025 -3.3397 -0.001 0.000 0.000
```
Forces are in eV/Å.

Total charge: +3
Gap between HOMO and LUMO: 5.4628 eV
Highest occupied orbital energy: -0.62003 hartree

***

Entry 2:
Entry from the OMol25 dataset: a structure of composition C24H34ClEuN2O6S in a non-equilibrium geometry (the ωB97M-V functional and the def2-TZVPD basis).

Geometry as XYZ:
```
69
Properties=species:S:1:pos:R:3:forces:R:3
Eu -0.6200 0.1318 -0.2822 -1.336 0.652 0.727
Cl -2.2113 1.2172 -7.4168 0.014 -0.016 -0.096
C -1.6675 1.2409 -5.7817 -0.156 -0.109 0.258
C -0.4533 1.8830 -5.4593 -0.195 -0.148 0.033
C -0.0200 1.9527 -4.1647 -0.057 -0.091 0.442
C -0.7665 1.3902 -3.0900 -0.514 0.159 -1.054
O -0.3673 1.5203 -1.8720 0.218 0.885 -0.829
C -1.9902 0.7017 -3.4391 0.797 0.212 0.157
C -2.7981 0.0624 -2.4685 -0.578 0.020 -0.187
O -2.6159 0.0367 -1.2259 -1.408 -0.160 -0.932
C -2.4090 0.6543 -4.7948 0.165 0.135 -0.080
H 0.1299 2.3259 -6.2540 0.029 0.035 -0.041
H 0.9053 2.4534 -3.9173 0.031 0.039 0.009
H -3.6976 -0.4457 -2.8627 0.173 0.107 0.149
H -3.3401 0.1652 -5.0356 -0.110 -0.104 -0.077
C 6.0807 -1.4131 3.4815 0.387 -0.191 0.362
O 5.2315 -0.9283 2.4604 -0.540 0.252 -0.300
C 3.9109 -0.8806 2.6368 -0.313 -0.087 -0.128
C 3.2228 -1.3884 3.7643 0.291 -0.111 0.175
C 1.8621 -1.3176 3.8158 -0.055 0.070 -0.275
C 1.0856 -0.7707 2.7603 0.209 0.276 -0.670
C -0.3324 -0.8090 2.7918 -0.360 0.018 0.324
C -1.0422 -1.2669 4.0399 -0.098 0.068 -0.222
O -1.0678 -0.4627 1.8117 0.209 -0.458 1.499
C 1.7875 -0.1990 1.6279 0.926 -0.298 1.116
O 1.1870 0.4340 0.6682 1.560 0.310 0.635
C 3.1842 -0.2977 1.6109 -0.176 0.139 -0.184
H 7.0878 -1.2918 3.0878 -0.064 -0.023 0.130
H 5.9009 -2.4695 3.6841 -0.044 -0.016 -0.016
H 5.9731 -0.8359 4.4026 -0.015 0.009 -0.072
H 3.7694 -1.8497 4.5698 0.029 0.000 0.125
H 1.3576 -1.7118 4.6841 0.001 -0.092 0.058
H -0.8412 -2.3214 4.2231 0.009 -0.045 0.055
H -2.1150 -1.1373 3.9167 0.020 -0.028 -0.028
H -0.7054 -0.6994 4.9041 0.040 -0.024 0.093
H 3.7163 0.1300 0.7755 0.072 0.108 -0.083
N -4.0026 3.9652 1.7141 -0.363 0.318 0.061
C -3.8916 2.6094 2.3159 -0.010 -0.966 0.072
C -3.2126 1.6716 1.3126 -0.102 0.027 0.333
N -1.8910 2.1514 0.9125 0.056 0.074 0.336
C -1.9962 3.4943 0.3551 0.053 0.204 0.173
C -2.6530 4.4737 1.3394 0.744 0.260 -0.554
H -4.4657 4.6125 2.3655 0.076 -0.147 -0.229
H -4.5857 3.9080 0.8677 0.060 0.099 0.253
H -4.8833 2.2365 2.5736 -0.020 0.181 -0.025
H -3.3025 2.6930 3.2318 -0.059 0.126 -0.070
H -3.8283 1.5744 0.4118 0.048 -0.036 0.058
H -3.1119 0.6756 1.7540 -0.118 0.189 -0.025
H -1.2698 2.1672 1.7284 -0.180 -0.043 -0.204
H -2.5844 3.4382 -0.5670 0.089 0.014 -0.002
H -1.0021 3.8605 0.0913 -0.129 0.034 -0.016
H -2.7462 5.4632 0.8896 -0.145 -0.054 0.079
H -2.0593 4.5654 2.2527 -0.173 -0.040 -0.025
C 0.6634 -3.8289 -3.2301 -0.100 -0.034 0.125
C 1.1633 -2.4419 -3.5767 -0.028 0.219 0.424
S 1.4493 -1.4106 -2.0765 1.285 -1.172 -1.219
O 0.1279 -1.5710 -1.3420 -0.116 -1.265 -0.424
C 2.6531 -2.4860 -1.1624 -0.137 0.347 0.034
C 1.9961 -3.3146 -0.0761 -0.244 0.069 0.041
H 0.1978 -4.2893 -4.1003 0.052 0.046 -0.045
H -0.0945 -3.7572 -2.4491 -0.002 -0.134 -0.028
H 1.4666 -4.4840 -2.8998 0.010 -0.018 0.041
H 0.4035 -1.8847 -4.1264 0.095 0.148 -0.037
H 2.0897 -2.4497 -4.1484 0.071 0.144 -0.009
H 3.3744 -1.7910 -0.7337 -0.026 0.036 -0.079
H 3.1569 -3.1048 -1.8998 0.049 0.055 -0.148
H 1.2385 -2.7247 0.4483 0.104 -0.197 0.006
H 2.7411 -3.6179 0.6569 0.084 0.000 -0.041
H 1.5277 -4.2067 -0.4854 -0.084 0.021 0.070
```
Forces are in eV/Å.

Total charge: +2
2S+1: 7
Gap between HOMO and LUMO (alpha / beta): 7.5778 / 7.6217 eV
Highest occupied orbital energy (alpha / beta): -0.47036 / -0.47100 hartree

***

Asked for electronic energy across the records above, the calculation gives -98986.604 -83380.311 eV in order.